DFT (the ωB97M-V functional and the def2-TZVPD basis) results for the ion C7H9FN with charge +1.

Geometry as ORCA input:
```
! RIJCOSX wB97M-V def2-TZVPD def2/J DEFGRID3
* xyz 1 1
C 1.49 0.38 0.87
C 0.32 0.20 1.80
C 1.50 0.32 -0.43
C -0.87 -0.21 1.72
C -0.81 0.07 -0.96
C -2.15 -0.54 2.17
C 0.81 0.14 -2.74
N 0.45 0.11 -1.38
F -1.67 -0.12 -1.97
H 2.42 0.63 1.41
H 0.78 0.21 2.85
H 2.54 0.42 -0.83
H -2.08 -1.29 2.94
H -2.65 0.28 2.52
H -2.96 -1.06 1.62
H 1.70 -0.53 -3.03
H 0.17 -0.14 -3.47
H 1.01 1.13 -3.10
*
```

- gap between HOMO and LUMO (eV) = 8.3
- molecular weight (g/mol) = 126.2
- E_tot (eV) = -11599.897

---

DFT (the ωB97M-V functional and the def2-TZVPD basis) results for a structure of composition C4H9O2S.

Geometry as ORCA input:
```
! RIJCOSX wB97M-V def2-TZVPD def2/J DEFGRID3
* xyz -1 1
C 0.98 -1.66 -1.49
C 1.58 -1.54 -0.13
S 0.44 -1.96 1.24
H 0.13 -0.96 -1.59
H 0.63 -2.69 -1.72
H 1.78 -1.39 -2.19
H 1.96 -0.53 0.01
H 2.44 -2.21 -0.04
O 0.48 1.82 0.69
C -0.67 1.43 0.56
O -1.08 0.26 0.13
C -1.88 2.40 0.88
H -0.43 -0.71 0.73
H -2.80 1.89 0.58
H -1.72 3.36 0.39
H -1.84 2.50 1.97
*
```

- gap between HOMO and LUMO (eV) = 7.6
- molecular weight (g/mol) = 121.2
- E_tot (eV) = -19225.826

---

DFT (the ωB97M-V functional and the def2-TZVPD basis) results for a structure of composition H7N3P2.

Geometry as ORCA input:
```
! RIJCOSX wB97M-V def2-TZVPD def2/J DEFGRID3
* xyz 0 1
N -1.67 -0.11 1.26
N 0.05 -1.04 0.10
N 1.28 -0.88 0.51
P 1.72 0.74 0.28
P -1.64 0.59 -0.12
H -0.43 -1.82 0.50
H 1.73 -1.38 1.25
H 0.97 0.80 -0.86
H 2.88 0.46 -0.52
H -1.50 -0.10 -1.43
H -0.56 1.52 -0.44
H -2.83 1.23 -0.54
*
```

- gap between HOMO and LUMO (alpha / beta) (eV) = 7.6 / 7.6
- molecular weight (g/mol) = 111.0
- E_tot (eV) = -23154.637

---

DFT (the ωB97M-V functional and the def2-TZVPD basis) results for a structure of composition C17H30AgNO11S.

Geometry as ORCA input:
```
! RIJCOSX wB97M-V def2-TZVPD def2/J DEFGRID3
* xyz 0 3
Ag -0.20 -0.04 -0.61
C 0.30 -2.63 -2.74
C 1.62 -2.71 -1.85
C 2.79 -2.10 -2.78
C 4.19 -1.70 -2.20
C 3.78 -0.74 -1.03
C 2.74 -1.33 -0.03
N 1.50 -1.87 -0.68
O 0.39 -2.17 0.21
C 2.40 -0.15 0.91
C 3.52 -2.33 0.91
C 2.02 -4.10 -1.55
H 0.41 -3.07 -3.73
H -0.23 -1.68 -2.80
H -0.52 -3.18 -2.26
H 2.43 -1.24 -3.34
H 3.00 -2.79 -3.60
H 4.84 -1.08 -2.81
H 4.81 -2.51 -1.82
H 3.44 0.16 -1.53
H 4.68 -0.46 -0.49
H 1.57 -0.38 1.58
H 2.04 0.69 0.32
H 3.27 0.17 1.48
H 4.15 -1.82 1.64
H 4.07 -3.11 0.38
H 2.71 -2.84 1.44
H 3.08 -4.28 -1.36
H 1.76 -4.71 -2.42
H 1.50 -4.54 -0.70
S -0.33 1.57 -2.90
O -0.11 1.45 -4.33
O -1.26 0.61 -2.38
O 0.80 1.14 -2.06
O -0.76 2.85 -2.52
C -6.45 0.29 2.42
C -5.33 -0.76 1.96
C -5.60 -1.52 0.68
O -4.45 -1.50 -0.01
C -3.52 -0.64 0.65
O -2.33 -0.47 0.26
O -4.13 -0.12 1.68
H -6.71 0.89 1.55
H -6.16 1.00 3.19
H -7.41 -0.07 2.77
H -5.21 -1.52 2.73
H -6.48 -1.12 0.18
H -6.04 -2.47 0.98
C -1.10 5.53 2.71
C -0.17 5.00 1.63
C 1.16 4.48 2.30
O 1.26 3.21 1.74
C 0.10 2.87 1.18
O -0.13 1.71 0.77
O -0.82 3.82 1.18
H -1.11 4.85 3.56
H -2.12 5.76 2.42
H -0.76 6.53 2.97
H -0.10 5.58 0.71
H 1.21 4.41 3.38
H 1.99 5.15 2.06
*
```

- gap between HOMO and LUMO (alpha / beta) (eV) = 9.1 / 6.9
- molecular weight (g/mol) = 564.4
- E_tot (eV) = -56956.517
- ⟨S²⟩ = 2.0141

---

DFT (the ωB97M-V functional and the def2-TZVPD basis) results for a structure of composition C39H45BrFeN4OP2.

Geometry as ORCA input:
```
! RIJCOSX wB97M-V def2-TZVPD def2/J DEFGRID3
* xyz 1 2
Fe 0.09 -0.36 -0.03
C 3.74 -1.47 -1.30
C 3.67 -0.70 0.02
C 3.60 -1.64 1.22
P 2.25 0.48 0.00
C 2.71 1.78 -1.24
C 4.20 2.10 -1.38
C 1.91 3.06 -1.00
C 2.16 1.19 1.65
C 2.99 2.19 2.14
C 2.78 2.75 3.39
C 1.70 2.30 4.14
C 0.88 1.28 3.68
C 1.11 0.66 2.44
N 0.33 -0.37 1.91
C -0.48 -1.16 2.72
C -0.22 -1.42 4.08
C -1.09 -2.19 4.84
C -2.24 -2.74 4.28
C -2.47 -2.57 2.93
C -1.59 -1.81 2.15
P -1.65 -1.75 0.36
C -1.03 -3.38 -0.24
C 0.44 -3.47 0.17
C -1.83 -4.60 0.21
C -3.41 -1.67 -0.16
C -3.55 -1.79 -1.67
C -4.06 -0.38 0.36
H 4.64 -2.09 -1.33
H 3.77 -0.81 -2.17
H 2.88 -2.13 -1.41
H 4.56 -0.08 0.13
H 2.73 -2.29 1.17
H 3.55 -1.09 2.16
H 4.49 -2.27 1.24
H 2.37 1.34 -2.18
H 4.61 2.52 -0.46
H 4.33 2.85 -2.16
H 4.79 1.23 -1.65
H 2.24 3.57 -0.10
H 0.84 2.87 -0.89
H 2.04 3.74 -1.84
H 3.81 2.55 1.53
H 3.43 3.53 3.76
H 1.49 2.75 5.10
H 0.05 0.97 4.30
H 0.68 -1.04 4.54
H -0.85 -2.37 5.88
H -2.92 -3.32 4.89
H -3.33 -3.03 2.47
H -1.07 -3.31 -1.33
H 0.54 -3.57 1.26
H 1.00 -2.58 -0.13
H 0.92 -4.33 -0.30
H -1.88 -4.65 1.30
H -1.34 -5.51 -0.14
H -2.85 -4.60 -0.18
H -3.91 -2.52 0.31
H -3.00 -1.00 -2.19
H -4.60 -1.70 -1.96
H -3.19 -2.75 -2.05
H -3.66 0.49 -0.16
H -3.92 -0.25 1.43
H -5.14 -0.41 0.17
Br -7.54 0.57 -7.91
C -6.32 1.62 -6.93
C -5.66 2.67 -7.55
C -4.77 3.43 -6.83
C -4.51 3.14 -5.47
C -5.21 2.08 -4.85
C -6.10 1.33 -5.58
N -3.63 3.94 -4.82
N -3.26 3.69 -3.61
C -2.44 2.75 -3.27
C -1.81 1.86 -4.24
C -1.01 0.85 -3.86
C -0.75 0.60 -2.46
O -0.07 -0.35 -2.05
C -1.31 1.53 -1.48
N -0.97 1.26 -0.21
C -1.41 2.06 0.75
C -2.21 3.16 0.46
C -2.58 3.44 -0.84
C -2.12 2.60 -1.85
H -5.85 2.89 -8.59
H -4.25 4.27 -7.28
H -5.06 1.87 -3.80
H -6.65 0.52 -5.11
H -2.00 2.05 -5.28
H -0.54 0.19 -4.58
H -1.11 1.82 1.76
H -2.54 3.79 1.28
H -3.20 4.29 -1.08
*
```

- gap between HOMO and LUMO (alpha / beta) (eV) = 4.9 / 4.9
- molecular weight (g/mol) = 783.5
- E_tot (eV) = -172183.714
- ⟨S²⟩ = 0.7913

---

DFT (the ωB97M-V functional and the def2-TZVPD basis) results for a structure of composition C36H42CrO6P.

Geometry as ORCA input:
```
! RIJCOSX wB97M-V def2-TZVPD def2/J DEFGRID3
* xyz 2 4
C 6.50 -1.80 3.14
C 5.59 -0.60 2.85
C 4.50 -0.85 1.80
C 3.56 0.31 1.74
O 2.38 -0.15 0.78
P 0.78 -0.21 0.93
O -0.18 1.07 0.63
C -1.24 1.73 1.50
C -2.49 0.88 1.50
C -3.57 1.61 2.25
C -3.27 1.73 3.75
O 0.28 -1.64 0.47
C 0.18 -2.55 1.74
C -0.71 -3.74 1.48
C -0.92 -4.61 2.74
C -1.84 -5.79 2.44
H 7.26 -1.52 3.88
H 5.95 -2.67 3.54
H 7.03 -2.12 2.23
H 5.12 -0.27 3.79
H 6.22 0.23 2.50
H 4.98 -1.05 0.82
H 3.94 -1.76 2.07
H 3.00 0.49 2.67
H 4.00 1.22 1.33
H -0.76 1.82 2.49
H -1.42 2.73 1.08
H -2.78 0.68 0.46
H -2.24 -0.07 1.99
H -3.67 2.62 1.84
H -4.54 1.13 2.09
H -4.12 2.19 4.28
H -3.08 0.74 4.21
H -2.39 2.36 3.92
H 1.19 -2.84 2.02
H -0.24 -1.89 2.53
H -1.70 -3.42 1.11
H -0.26 -4.38 0.70
H 0.05 -4.98 3.10
H -1.35 -4.00 3.55
H -1.99 -6.41 3.33
H -2.82 -5.44 2.10
H -1.41 -6.42 1.66
O -5.78 0.80 -0.11
C -5.09 1.33 -0.91
Cr -4.22 2.35 -2.24
C -3.23 3.34 -1.01
O -2.69 4.08 -0.25
C -5.58 3.62 -1.82
O -6.36 4.31 -1.31
C -4.83 2.38 -4.31
C -4.86 1.05 -3.86
C -3.75 0.50 -3.19
C -2.58 1.26 -2.99
C -1.54 0.83 -2.02
C -0.44 0.60 -1.51
C 0.86 0.26 -1.08
C 1.81 1.48 -1.23
C 1.34 2.79 -1.03
C 2.24 3.84 -0.75
C 3.62 3.62 -0.88
C 4.09 2.37 -1.30
C 3.19 1.31 -1.49
C 1.41 -0.96 -1.75
C 0.67 -1.51 -2.85
C 1.22 -2.55 -3.64
C 2.42 -3.18 -3.26
C 3.09 -2.77 -2.10
C 2.59 -1.67 -1.40
C -2.54 2.58 -3.55
C -3.64 3.12 -4.22
H -5.73 2.82 -4.76
H -5.77 0.45 -3.98
H -3.79 -0.51 -2.75
H 0.26 2.98 -1.14
H 1.83 4.81 -0.47
H 4.33 4.43 -0.63
H 5.16 2.19 -1.52
H 3.55 0.37 -1.90
H -0.26 -0.99 -3.14
H 0.69 -2.83 -4.56
H 2.80 -4.03 -3.81
H 4.02 -3.23 -1.73
H 3.21 -1.30 -0.57
H -1.63 3.16 -3.41
H -3.59 4.14 -4.61
*
```

- gap between HOMO and LUMO (alpha / beta) (eV) = 7.9 / 4.9
- molecular weight (g/mol) = 653.7
- E_tot (eV) = -87987.820
- ⟨S²⟩ = 3.7844

---

DFT (the ωB97M-V functional and the def2-TZVPD basis) results for a cluster of 7 separate species, C42H105N7O14 in total.

Geometry as ORCA input:
```
! RIJCOSX wB97M-V def2-TZVPD def2/J DEFGRID3
* xyz 0 1
C 11.33 8.13 -0.05
O 10.71 7.02 0.46
C 11.49 6.30 1.42
C 11.41 4.83 1.03
N 10.03 4.49 0.84
C 9.86 3.07 0.31
C 8.42 2.65 0.23
O 7.85 3.56 -0.73
C 6.46 3.44 -0.65
H 10.45 8.62 -0.47
H 12.12 7.89 -0.75
H 11.76 8.67 0.80
H 11.09 6.34 2.43
H 12.54 6.60 1.46
H 11.94 4.29 1.81
H 11.97 4.72 0.10
H 9.49 5.19 0.36
H 10.52 2.58 1.03
H 10.27 3.07 -0.70
H 7.96 2.45 1.19
H 8.29 1.62 -0.10
H 6.03 3.90 -1.54
H 6.09 3.96 0.23
H 6.04 2.44 -0.76
C -1.36 6.30 -0.96
O -1.19 7.71 -0.79
C -1.97 8.40 -1.73
C -1.69 9.93 -1.48
N -2.66 10.57 -0.57
C -2.86 9.89 0.74
C -1.66 9.99 1.67
O -1.35 11.35 1.86
C -0.18 11.50 2.68
H -2.30 6.01 -0.50
H -0.43 5.83 -0.63
H -1.35 6.13 -2.03
H -3.02 8.15 -1.61
H -1.79 8.08 -2.75
H -1.66 10.50 -2.41
H -0.72 9.98 -0.99
H -2.31 11.46 -0.25
H -3.26 8.88 0.88
H -3.73 10.33 1.24
H -0.86 9.43 1.18
H -1.76 9.50 2.64
H 0.02 10.63 3.30
H -0.44 12.33 3.34
H 0.62 11.61 1.94
C -1.99 -7.14 -9.30
O -1.33 -5.92 -9.49
C -2.16 -4.78 -9.71
C -1.41 -3.63 -10.32
N -1.03 -3.85 -11.69
C -0.35 -2.77 -12.48
C 1.03 -3.31 -12.75
O 1.00 -4.29 -13.77
C 2.33 -4.36 -14.34
H -2.96 -7.24 -9.79
H -2.15 -7.33 -8.24
H -1.39 -8.00 -9.63
H -2.67 -4.51 -8.79
H -2.86 -4.98 -10.52
H -0.55 -3.40 -9.70
H -2.01 -2.72 -10.28
H -0.62 -4.78 -11.66
H -0.30 -1.86 -11.87
H -0.89 -2.44 -13.37
H 1.37 -3.66 -11.78
H 1.57 -2.39 -13.00
H 2.75 -3.37 -14.52
H 2.20 -4.90 -15.28
H 2.99 -5.01 -13.78
C -2.09 1.44 3.64
O -1.02 0.66 3.17
C 0.07 0.49 4.09
C 0.98 -0.63 3.42
N 0.13 -1.85 3.17
C 0.85 -2.97 2.51
C -0.03 -3.81 1.59
O 0.27 -3.74 0.23
C -0.47 -4.67 -0.67
H -1.79 2.46 3.89
H -2.38 0.98 4.58
H -2.97 1.66 3.04
H -0.31 0.28 5.09
H 0.69 1.38 4.20
H 1.80 -0.83 4.11
H 1.38 -0.20 2.50
H -0.59 -1.49 2.56
H 1.23 -3.51 3.38
H 1.71 -2.63 1.94
H -1.08 -3.52 1.68
H 0.04 -4.85 1.93
H -1.44 -4.29 -0.99
H -0.73 -5.58 -0.12
H 0.06 -5.07 -1.54
C -8.25 9.86 3.93
O -7.95 11.04 3.23
C -8.82 11.27 2.12
C -9.20 12.77 1.94
N -8.23 13.70 1.44
C -8.74 15.06 1.07
C -7.62 16.11 1.23
O -7.26 16.39 2.65
C -6.05 15.89 3.05
H -9.21 9.82 4.44
H -7.54 9.73 4.75
H -8.15 8.96 3.32
H -9.62 10.53 2.15
H -8.41 10.92 1.17
H -9.40 13.15 2.94
H -10.07 12.94 1.30
H -7.30 13.42 1.15
H -9.66 15.31 1.59
H -8.96 15.01 0.00
H -8.03 17.03 0.80
H -6.79 15.90 0.56
H -5.98 14.82 2.85
H -5.93 15.99 4.13
H -5.20 16.32 2.52
C 4.29 -6.69 12.41
O 3.09 -6.55 11.64
C 2.22 -5.47 12.19
C 0.80 -5.40 11.56
N 0.05 -4.22 12.06
C 0.00 -3.21 11.08
C 1.38 -2.64 10.62
O 1.69 -1.59 11.53
C 2.62 -0.61 11.01
H 4.95 -7.50 12.08
H 3.98 -6.78 13.44
H 4.89 -5.79 12.25
H 2.81 -4.55 12.27
H 1.95 -5.86 13.17
H 0.23 -6.26 11.93
H 0.98 -5.61 10.51
H 0.25 -3.96 13.01
H -0.58 -2.44 11.57
H -0.53 -3.46 10.16
H 1.29 -2.15 9.65
H 2.24 -3.31 10.66
H 2.00 0.05 10.40
H 3.41 -1.02 10.38
H 3.03 0.02 11.79
C -3.75 -21.21 -5.38
O -2.92 -20.03 -5.21
C -3.11 -19.09 -6.34
C -1.85 -18.20 -6.28
N -1.88 -17.48 -4.99
C -0.62 -16.74 -4.61
C -0.38 -15.50 -5.44
O 0.88 -14.77 -5.25
C 1.07 -14.09 -4.00
H -3.30 -21.89 -6.10
H -4.79 -20.95 -5.57
H -3.85 -21.68 -4.40
H -4.04 -18.54 -6.22
H -3.24 -19.53 -7.33
H -1.78 -17.57 -7.18
H -1.05 -18.93 -6.34
H -2.23 -18.10 -4.27
H 0.28 -17.35 -4.53
H -0.95 -16.38 -3.64
H -1.13 -14.74 -5.22
H -0.47 -15.80 -6.48
H 2.04 -13.66 -3.77
H 0.91 -14.82 -3.21
H 0.47 -13.18 -4.03
*
```

- gap between HOMO and LUMO (eV) = 8.4
- structure (SMILES) = COCCNCCOC.COCCNCCOC.COCCNCCOC.COCCNCCOC.COCCNCCOC.COCCNCCOC.COCCNCCOC
- molecular weight (g/mol) = 932.3
- E_tot (eV) = -84335.360

---

DFT (the ωB97M-V functional and the def2-TZVPD basis) results for a structure of composition C10H16AuClRhSe.

Geometry as ORCA input:
```
! RIJCOSX wB97M-V def2-TZVPD def2/J DEFGRID3
* xyz -1 7
Au -0.47 1.10 0.42
Cl -0.33 3.70 -2.07
C -2.21 -0.08 0.75
H -2.13 -0.50 1.76
H -2.55 -0.78 -0.01
H -2.77 0.85 0.78
Rh 0.56 -0.29 -2.52
C 2.33 0.48 -3.04
C -0.75 -0.14 -4.02
C 1.22 -1.81 -3.28
H -1.13 -1.18 -4.01
H -1.58 0.60 -3.89
H -0.24 0.10 -4.98
H 2.99 -0.31 -2.67
H 2.39 0.58 -4.12
H 2.58 1.45 -2.58
H 0.43 -2.34 -2.74
H 1.86 -1.76 -2.37
Se 0.12 2.18 2.49
C 0.00 0.69 3.54
C -1.15 0.58 4.40
C -1.19 -0.36 5.43
C -0.13 -1.28 5.58
C 0.94 -1.28 4.68
C 0.97 -0.36 3.63
H -1.97 1.28 4.23
H -2.04 -0.37 6.10
H -0.17 -2.02 6.39
H 1.76 -1.99 4.80
H 1.77 -0.39 2.88
*
```

- gap between HOMO and LUMO (alpha / beta) (eV) = 4.7 / 3.4
- molecular weight (g/mol) = 550.5
- E_tot (eV) = -95187.096
- ⟨S²⟩ = 12.0273